Record 1
DFT (ωB97M-V/def2-TZVPD) results for a cluster of 2 separate species, C4H7O2 in total at a distorted geometry.

Atoms and positions in Å:
C -0.325 2.074 -0.850
C 0.647 -0.255 -0.917
C -0.044 -2.167 1.053
C -0.076 -0.855 0.962
O 1.193 -1.169 -1.328
O 0.155 0.839 -1.290
H 0.510 2.907 -1.108
H -1.267 2.485 -1.446
H -0.339 2.046 0.316
H 0.741 -2.834 1.061
H -1.007 -2.681 1.258
H -1.040 -0.176 1.132
H 0.853 -0.215 1.156

ΔE to the lowest compared entry with this formula, charge and spin = 81.6 kcal per mole
HOMO-LUMO gap (spin up / spin down) = 9.68 / 9.68 eV
Energy = -8344.7289 eV
Total charge = +1
HOMO energy (spin up / spin down) = -0.581 / -0.581 hartree
M = 87.10 u

Mulliken population analysis, charges in e, atoms 1 to 5: number 1, C, carries -0.565; number 2, C, carries 0.740; number 3, C, carries -0.445; number 4, C, carries -0.494; number 5, O, carries -0.197


Record 2
DFT (ωB97M-V/def2-TZVPD) results for a structure of composition C6H18O6Tl at a distorted geometry.

Atoms and positions in Å:
Tl 1.317 3.793 -7.257
C 0.080 0.413 -8.543
C -0.195 1.445 -9.681
O -0.644 2.638 -9.077
O 1.051 0.851 -7.611
H 0.304 -0.566 -8.982
H -0.856 0.132 -8.033
H -1.000 0.998 -10.269
H 0.689 1.484 -10.314
H -1.615 2.655 -9.096
H 1.409 0.010 -7.272
C 1.251 5.021 -10.480
C 2.615 4.361 -10.592
O 2.724 3.315 -9.663
O 0.966 5.517 -9.175
H 0.498 4.290 -10.807
H 1.177 5.868 -11.162
H 3.316 5.182 -10.374
H 2.766 4.005 -11.612
H 3.520 2.800 -9.882
H 1.288 6.439 -9.161
C -1.271 4.017 -4.214
C -1.468 2.474 -4.537
O -1.223 2.322 -5.915
O -0.054 4.533 -4.720
H -1.245 4.221 -3.140
H -2.083 4.574 -4.694
H -2.480 2.145 -4.313
H -0.675 1.945 -3.995
H -2.095 2.098 -6.290
H 0.471 4.693 -3.911

ΔE to the lowest compared entry with this formula, charge and spin = 41.6 kcal per mole
HOMO-LUMO gap = 3.64 eV
Energy = -23455.5631 eV
Total charge = +3
HOMO energy = -0.763 hartree
M = 390.59 u

Mulliken population analysis, charges in e, atoms 1 to 5: number 1, Tl, carries 1.192; number 2, C, carries -0.444; number 3, C, carries -0.290; number 4, O, carries -0.387; number 5, O, carries -0.374


Record 3
DFT (ωB97M-V/def2-TZVPD) results for a cluster of 2 separate species, C39H45N4 in total at a distorted geometry.

Atoms and positions in Å:
C -1.184 2.518 6.701
C -1.046 1.739 5.436
C -0.399 0.508 5.491
C -0.225 -0.288 4.369
C 0.412 -1.624 4.635
C -0.669 0.212 3.119
N -0.415 -0.526 1.938
C -1.297 -0.817 0.955
N -0.736 -1.757 0.152
C -1.438 -2.520 -0.794
C -2.575 -1.946 -1.419
C -3.046 -0.565 -1.118
C -3.258 -2.695 -2.382
C -2.892 -4.014 -2.678
C -3.655 -4.867 -3.640
C -1.784 -4.558 -2.025
C -1.072 -3.864 -1.053
C -0.032 -4.672 -0.324
C 0.701 -1.890 0.409
C 0.938 -0.970 1.570
C -1.308 1.469 3.026
C -1.693 2.099 1.719
C -1.506 2.202 4.196
H -1.692 3.468 6.533
H -1.747 1.960 7.458
H -0.205 2.726 7.147
H -0.030 0.141 6.451
H 0.404 -2.340 3.805
H 1.453 -1.504 4.984
H -0.117 -2.102 5.481
H -4.143 -0.510 -1.253
H -2.806 -0.283 -0.053
H -2.600 0.189 -1.798
H -4.116 -2.245 -2.882
H -3.261 -5.887 -3.597
H -4.719 -4.916 -3.386
H -3.573 -4.527 -4.680
H -1.481 -5.583 -2.254
H -0.328 -5.733 -0.372
H 0.974 -4.627 -0.781
H 0.051 -4.442 0.746
H 0.979 -2.913 0.637
H 1.270 -1.578 -0.475
H 1.522 -0.104 1.225
H 1.446 -1.441 2.411
H -2.200 3.044 1.957
H -0.841 2.361 1.069
H -2.381 1.490 1.122
H -1.995 3.176 4.123
C -4.343 0.259 8.403
N -5.203 -0.676 7.715
C -5.842 -1.639 8.587
C -5.242 -0.776 6.318
C -4.494 -1.769 5.639
C -4.541 -1.882 4.254
C -5.332 -0.996 3.466
C -5.479 -1.182 2.041
C -5.704 -2.427 1.457
C -6.091 -2.630 0.056
C -6.406 -1.762 -0.976
C -6.915 -2.280 -2.179
C -7.111 -3.666 -2.350
C -6.830 -4.555 -1.294
C -6.334 -4.010 -0.109
N -6.186 -4.620 1.140
C -6.458 -6.029 1.420
C -5.790 -3.717 2.064
C -6.058 0.018 4.159
C -6.033 0.110 5.543
H -3.832 0.908 7.684
H -4.914 0.886 9.103
H -3.582 -0.262 9.008
H -6.469 -2.320 8.004
H -5.102 -2.230 9.148
H -6.472 -1.124 9.328
H -3.865 -2.440 6.237
H -3.988 -2.686 3.764
H -5.654 -0.303 1.417
H -6.294 -0.694 -0.778
H -7.187 -1.594 -2.988
H -7.477 -4.054 -3.303
H -6.997 -5.633 -1.361
H -6.697 -6.504 0.470
H -5.572 -6.498 1.857
H -7.295 -6.144 2.122
H -5.617 -3.979 3.104
H -6.711 0.681 3.578
H -6.634 0.854 6.068

ΔE to the lowest compared entry with this formula, charge and spin = 0.0 kcal per mole
HOMO-LUMO gap = 4.81 eV
Energy = -47125.6510 eV
Total charge = +1
HOMO energy = -0.349 hartree
M = 569.82 u

Mulliken population analysis, charges in e, atoms 1 to 5: number 1, C, carries -1.521; number 2, C, carries 0.683; number 3, C, carries -0.735; number 4, C, carries 1.423; number 5, C, carries -2.298


Record 4
DFT (ωB97M-V/def2-TZVPD) results for the molecule Cl3N at a distorted geometry.

Atoms and positions in Å:
Cl 0.190 0.273 1.752
Cl -1.539 0.333 -0.802
Cl 1.259 -0.870 -0.902
N 0.090 0.264 -0.048

ΔE to the lowest compared entry with this formula, charge and spin = 0.0 kcal per mole
HOMO-LUMO gap = 7.82 eV
Energy = -39053.4804 eV
HOMO energy = -0.363 hartree
M = 120.37 u
SMILES string = ClN(Cl)Cl

List of Mulliken charges in e, atom by atom: number 1, Cl, carries 0.027; number 2, Cl, carries 0.028; number 3, Cl, carries 0.016; number 4, N, carries -0.072


Record 5
DFT (ωB97M-V/def2-TZVPD) results for a structure of composition C4H6O2 at a distorted geometry.

Atoms and positions in Å:
O -0.597 0.960 -1.538
C -0.125 1.190 -0.256
C -0.413 0.178 0.841
C -0.319 -1.231 0.168
O 0.831 -0.961 -0.629
C 0.956 0.269 0.241
H -0.121 0.148 -1.803
H -0.036 2.259 -0.047
H -0.877 0.296 1.826
H -0.034 -1.960 0.931
H -1.212 -1.480 -0.388
H 1.946 0.333 0.654

ΔE to the lowest compared entry with this formula, charge and spin = 78.0 kcal per mole
HOMO-LUMO gap = 10.51 eV
Energy = -8337.0771 eV
HOMO energy = -0.351 hartree
M = 86.09 u

Mulliken population analysis, charges in e, atoms 1 to 5: number 1, O, carries -0.581; number 2, C, carries -0.239; number 3, C, carries -0.371; number 4, C, carries -0.317; number 5, O, carries -0.493


Record 6
DFT (ωB97M-V/def2-TZVPD) results for the ion C4H5N2 with charge +1 at a distorted geometry.

Atoms and positions in Å:
C -1.234 0.674 0.438
C 0.275 1.047 0.023
C -1.886 -0.254 -0.402
C 1.054 -0.016 -0.158
N -1.370 -0.795 0.590
N 1.962 -0.894 0.008
H -1.708 1.340 1.031
H 0.523 1.901 -0.522
H -2.537 -0.446 -1.314
H 2.747 -0.652 0.708
H 2.175 -1.903 -0.404

ΔE to the lowest compared entry with this formula, charge and spin = 74.4 kcal per mole
HOMO-LUMO gap = 9.50 eV
Energy = -7197.3254 eV
Total charge = +1
HOMO energy = -0.543 hartree
M = 81.10 u
SMILES string = [NH2+]=C=C[C@H]1C=N1

Mulliken population analysis, charges in e, atoms 1 to 5: number 1, C, carries 0.059; number 2, C, carries -0.465; number 3, C, carries -0.097; number 4, C, carries 0.511; number 5, N, carries -0.460


Record 7
DFT (ωB97M-V/def2-TZVPD) results for a structure of composition C43H38Cl5N6O5PTa.

Atoms and positions in Å:
Ta -0.123 -0.264 0.359
O -3.857 0.688 1.667
C -3.215 -0.234 1.209
O -1.909 -0.267 1.270
C -3.861 -1.429 0.582
C -5.120 -1.773 1.062
C -5.776 -2.893 0.579
C -5.180 -3.667 -0.405
C -3.937 -3.315 -0.907
C -3.260 -2.198 -0.421
P -1.706 -1.727 -1.261
C -1.048 -3.308 -1.860
C -1.123 -3.713 -3.189
C -0.589 -4.937 -3.571
C 0.009 -5.762 -2.630
C 0.066 -5.370 -1.298
C -0.457 -4.147 -0.915
C -2.268 -0.822 -2.736
C -1.338 -0.505 -3.727
C -1.727 0.215 -4.846
C -3.040 0.655 -4.970
C -3.960 0.369 -3.973
C -3.579 -0.373 -2.862
H -5.565 -1.151 1.827
H -6.748 -3.161 0.970
H -5.684 -4.544 -0.788
H -3.489 -3.919 -1.685
H -1.594 -3.082 -3.931
H -0.642 -5.244 -4.607
H 0.428 -6.712 -2.933
H 0.528 -6.009 -0.557
H -0.395 -3.843 0.122
H -0.310 -0.831 -3.635
H -1.004 0.428 -5.623
H -3.346 1.211 -5.848
H -4.984 0.705 -4.064
H -4.315 -0.601 -2.101
Cl 6.697 0.254 -2.919
C 5.084 0.345 -2.341
C 4.212 -0.726 -2.518
Cl 4.739 -2.141 -3.334
C 2.913 -0.657 -2.028
Cl 1.812 -1.958 -2.279
C 2.464 0.465 -1.330
O 1.246 0.556 -0.815
C 3.328 1.559 -1.223
Cl 2.722 3.003 -0.495
C 4.630 1.498 -1.702
Cl 5.678 2.844 -1.506
C 3.351 -2.565 0.863
C 2.370 -3.196 1.807
C 2.766 -4.264 2.603
C 1.878 -4.896 3.459
C 0.565 -4.460 3.532
C 0.129 -3.389 2.764
C -1.294 -2.917 2.851
C 1.040 -2.756 1.904
N 0.585 -1.679 1.151
H 4.359 -2.919 1.075
H 3.333 -1.479 0.937
H 3.115 -2.841 -0.166
H 3.792 -4.606 2.543
H 2.209 -5.727 4.068
H -0.135 -4.950 4.199
H -1.859 -3.534 3.546
H -1.791 -2.956 1.877
H -1.346 -1.878 3.183
C 3.795 2.154 3.280
N 2.359 2.267 3.032
C 1.616 3.263 3.548
C 0.296 3.355 3.289
C -0.296 2.367 2.448
N 0.437 1.380 1.910
C 1.795 1.298 2.202
O 2.504 0.428 1.747
N -1.603 2.475 2.183
H 4.100 2.982 3.915
H 4.333 2.191 2.335
H 4.013 1.208 3.769
H 2.134 3.971 4.179
H -0.304 4.144 3.713
H -2.124 3.128 2.745
H -2.151 1.679 1.865
N -1.326 1.482 -0.753
C -1.278 2.491 -1.321
N -1.221 3.636 -1.932
C -1.619 4.874 -1.243
C -2.904 5.388 -1.869
O -2.749 5.538 -3.267
C -2.484 4.300 -3.898
C -1.174 3.715 -3.401
H -0.815 5.601 -1.373
H -1.742 4.662 -0.182
H -3.157 6.369 -1.469
H -3.728 4.694 -1.653
H -2.431 4.494 -4.968
H -3.302 3.593 -3.706
H -0.338 4.361 -3.675
H -1.005 2.717 -3.801

ΔE to the lowest compared entry with this formula, charge and spin = 0.0 kcal per mole
HOMO-LUMO gap = 7.87 eV
Energy = -137839.8740 eV
Total charge = +1
HOMO energy = -0.375 hartree
M = 1108.00 u

Mulliken population analysis, charges in e, atoms 1 to 5: number 1, Ta, carries 0.896; number 2, O, carries -0.700; number 3, C, carries 0.437; number 4, O, carries -0.502; number 5, C, carries 0.934


Record 8
DFT (ωB97M-V/def2-TZVPD) results for the molecule C6H10.

Atoms and positions in Å:
C -0.940 0.146 -1.381
C 0.507 1.093 0.470
C -0.564 1.342 1.228
C -0.889 -1.006 -0.714
C 0.396 -1.462 -0.068
C 1.248 -0.216 0.268
H -0.055 0.627 -1.789
H -1.849 0.722 -1.506
H 1.019 1.951 0.036
H -1.332 0.615 1.484
H -0.706 2.335 1.625
H -1.811 -1.533 -0.487
H 0.971 -2.129 -0.720
H 0.193 -2.050 0.837
H 2.021 -0.082 -0.498
H 1.791 -0.352 1.214

ΔE to the lowest compared entry with this formula, charge and spin = 50.0 kcal per mole
HOMO-LUMO gap = 9.65 eV
Energy = -6381.6907 eV
HOMO energy = -0.310 hartree
M = 82.15 u
SMILES string = C=CCCC=C

Mulliken population analysis, charges in e, atoms 1 to 5: number 1, C, carries -0.735; number 2, C, carries -0.313; number 3, C, carries -0.743; number 4, C, carries -0.275; number 5, C, carries -0.403